42
Properties=species:S:1:pos:R:3 method="wB97M-V/def2-TZVPD" charge=+2 lumo_ha=-0.309
Ba -3.4706 -3.9739 3.7833
Br 3.5975 -1.3231 -0.4834
Br 0.9470 -0.7111 3.1985
S -2.2911 -3.0949 -0.5580
F -1.8539 -4.7065 1.6368
F -3.7644 -3.6671 1.7052
F -1.8264 -2.6348 2.1694
O -3.6753 -0.5401 -2.3817
O 1.3063 4.3935 -0.6602
O -3.6524 -2.8303 -0.8278
O -1.1272 2.8035 -1.8970
O -1.6187 -4.2403 -1.0476
N 2.8173 4.4608 -2.3798
N -2.9671 1.4483 -1.3583
C 2.1903 -1.0045 0.7149
C -2.9401 0.0196 -1.6513
C -4.2105 2.1278 0.7591
C 2.4151 -1.0153 2.0206
C 1.3962 1.6739 -0.2432
C -0.8027 0.6008 -0.8968
C 1.9420 3.7924 -1.4760
C 3.7213 -1.2499 2.6993
C 0.8609 -0.7740 0.1039
C -1.5437 1.8128 -1.4156
C -3.6102 1.7939 -0.2201
C 0.0112 -1.8551 0.0143
C 0.4788 0.4950 -0.3562
C -1.6650 -0.4746 -0.9942
C 1.8152 2.2796 -1.5897
C -2.3914 -3.5287 1.3423
C -1.2599 -1.7108 -0.5233
H 3.6781 -0.9269 3.7321
H -4.7544 2.4171 1.6198
H 0.9169 2.4329 0.3725
H 1.0821 2.0733 -2.3625
H 0.3390 -2.8197 0.3749
H 2.2942 1.3405 0.2638
H 2.7597 1.8573 -1.9207
H 3.9576 -2.3113 2.6956
H 4.5116 -0.7061 2.1939
H 3.7062 3.9769 -2.4370
H 2.4200 4.4800 -3.3134

=====

41
Properties=species:S:1:pos:R:3 method="wB97M-V/def2-TZVPD" spin_multiplicity=4 lumo_ha="-0.019 / -0.025"
Br -3.6541 -0.6520 3.4847
Br -3.0118 -5.3071 0.3762
Cr 0.4409 0.7057 1.0278
Cl 1.9864 1.9838 -0.4658
Cl -3.0646 1.5568 -2.2470
Cl 0.6659 3.8848 -5.3649
O -0.9559 0.0846 2.1371
O 3.0996 1.3273 3.9042
O -0.8183 1.1960 -0.3619
O 1.9270 0.4386 2.2040
N 0.2533 2.4150 2.1919
N 0.4368 -1.2740 0.3563
N 1.4452 2.5460 2.9431
C -0.4940 1.8109 -1.4673
C -1.4298 2.0666 -2.4892
C -0.7263 -1.8457 0.8059
C 0.2291 3.1062 -3.8731
C 1.1951 2.8996 -2.9059
C 0.8893 -3.2398 -0.8857
C -1.4570 -1.0721 1.7540
C -0.2881 -3.8033 -0.5000
C 0.7992 2.2645 -1.7462
C -3.0873 -2.8714 1.7990
C -2.3681 -3.6106 0.9085
C 2.2110 1.3587 3.0903
C -1.1446 -3.1146 0.3875
C -2.6311 -1.6068 2.2270
C -1.0810 2.6965 -3.6679
C 2.5385 -1.3250 -0.8539
C 1.2430 -1.9450 -0.4374
H 2.2156 3.2217 -3.0511
H 1.5693 -3.7665 -1.5401
H -0.5705 -4.7873 -0.8493
H 3.2275 -2.0910 -1.2038
H 2.9917 -0.7949 -0.0167
H -1.8318 2.8650 -4.4260
H -4.0170 -3.2514 2.1984
H -0.5582 2.1958 2.7681
H 2.3828 -0.6144 -1.6674
H 1.3631 3.0856 3.7914
H 0.0792 3.2633 1.6653

=====

44
Properties=species:S:1:pos:R:3 method="wB97M-V/def2-TZVPD" spin_multiplicity=4 charge=+2 lumo_ha="-0.421 / -0.340"
Rb -21.7223 6.3645 2.9721
Cr -23.6314 0.5094 2.7609
F -25.8430 6.2945 1.0128
O -26.6744 3.7573 2.2704
O -24.2484 4.5142 3.3346
O -24.1536 2.3708 3.2405
O -21.0242 7.1735 5.6889
O -21.8051 5.9279 10.7881
O -26.5049 2.4866 0.4292
O -26.2306 -0.4582 0.5993
O -27.2589 4.6300 0.3034
O -25.7366 0.3070 2.6103
O -22.4406 3.5713 2.6822
O -24.5725 0.8447 0.9361
N -25.6859 0.2621 1.3332
N -23.6090 3.5394 3.0828
C -20.4021 7.0323 9.2647
C -27.0802 5.7174 1.1849
C -21.4876 6.0801 9.6271
C -23.7736 4.2098 6.5685
C -19.2658 8.3377 7.6103
C -23.1048 4.3420 8.8875
C -26.7884 3.5282 0.9277
C -21.0168 6.7476 6.8360
C -18.5591 8.9602 8.6385
C -22.7200 5.0697 6.2240
C -21.9993 5.7009 7.2323
C -19.6276 7.5528 10.2785
C -18.6761 8.5164 9.9428
C -23.8924 3.7924 7.8870
C -27.1705 5.0812 2.5348
C -22.1966 5.3362 8.5666
C -20.2443 7.3988 7.9067
H -26.4293 5.5501 3.1847
H -23.3555 4.0463 9.8968
H -27.8165 6.4639 0.8965
H -18.0982 9.0389 10.6942
H -28.1020 5.1859 3.0872
H -22.6104 5.3242 5.1762
H -17.8426 9.7162 8.3466
H -19.1053 8.6625 6.5906
H -24.5755 2.9741 8.0801
H -24.3634 3.8022 5.7589
H -19.7072 7.2778 11.3190

=====

40
Properties=species:S:1:pos:R:3 method="wB97M-V/def2-TZVPD" spin_multiplicity=5 charge=+2 lumo_ha="-0.248 / -0.359"
Ru -0.4286 0.9112 0.5055
S -3.1149 -2.4855 1.6308
S 1.2238 5.1594 0.7578
S 0.8945 -0.8646 -1.3321
F 4.0470 -2.2969 -1.7409
F 4.2058 -3.5732 0.0013
F 2.2983 -3.3361 -1.0043
O -4.0717 3.0654 0.6472
N 0.5027 2.7710 0.3725
N -2.0977 1.7458 0.5826
N 1.5512 0.2202 0.8681
N -1.3809 -0.9144 0.5928
C -4.2656 -2.5338 -0.9381
C 0.4266 3.7487 1.2496
C -2.1798 -0.8364 -1.7764
C 1.2178 3.1419 -0.7541
C 3.4270 -2.7023 -0.6386
C -4.1955 -2.0870 -2.2390
C -3.1631 -1.2443 -2.6529
C -3.1069 2.4276 0.6157
C 2.3840 0.6006 1.8424
C 3.5783 -0.0475 2.0662
C -3.2789 -2.1118 -0.0564
C 1.6833 4.4076 -0.7103
C -1.7511 -1.4802 1.7194
C 3.9227 -1.1466 1.2883
C 1.9032 -0.8015 0.0276
C 3.0808 -1.5358 0.2711
C -2.2295 -1.2805 -0.4568
H 4.2322 0.2982 2.8572
H 4.8456 -1.6851 1.4632
H 2.0981 1.4320 2.4662
H -0.1099 3.6666 2.1824
H 1.3534 2.4413 -1.5631
H -1.3810 -0.1932 -2.1025
H 2.2598 4.9302 -1.4595
H -5.0626 -3.1882 -0.6088
H -4.9514 -2.3905 -2.9512
H -1.2348 -1.3261 2.6571
H -3.1322 -0.9061 -3.6803

=====

42
Properties=species:S:1:pos:R:3 method="wB97M-V/def2-TZVPD" lumo_ha="-0.072 / -0.072"
Ir -0.5693 1.8086 0.3634
S 2.1132 0.8967 1.3918
S 1.8307 2.1191 -2.5384
O 1.1546 -0.1391 1.6786
O -0.8909 -0.0026 -0.5540
O 2.5811 1.7041 2.4783
O -0.3407 2.0074 2.5277
O -0.9994 2.1925 -1.6480
N 1.4906 1.8203 0.1031
N -0.4566 1.0215 4.5456
N -1.6964 1.2969 -2.2052
N -1.6607 0.1966 -1.6215
N -2.5989 1.7954 0.8386
N -3.8535 -0.2478 4.8751
C 5.6422 -0.6391 0.1059
C 3.4394 0.7825 -0.7842
C -2.4993 -0.8861 -2.0584
C -2.6640 -1.9670 -1.2076
C -3.4794 -3.0153 -1.6045
C -1.0286 1.3733 3.3945
C -3.2112 0.3433 4.1224
C -2.7883 1.4452 1.9276
C -3.9332 -1.8903 -3.6776
C 2.2206 1.5875 -1.0354
C -2.4169 1.0518 3.1955
C 3.4984 0.2804 0.5018
C 4.5815 -0.4330 0.9748
C 4.5005 0.5748 -1.6508
C -3.1284 -0.8327 -3.2939
C -4.1087 -2.9833 -2.8394
C 5.6006 -0.1324 -1.1913
H -4.4268 -1.8614 -4.6397
H 0.5397 1.1482 4.6280
H 4.4676 0.9731 -2.6556
H 4.6037 -0.8025 1.9918
H -2.1673 -1.9631 -0.2486
H 6.4484 -0.2790 -1.8478
H -4.7474 -3.8034 -3.1393
H -0.9551 0.4666 5.2198
H -2.9869 0.0266 -3.9331
H 6.5153 -1.1756 0.4526
H -3.6201 -3.8589 -0.9424

=====

37
Properties=species:S:1:pos:R:3 method="wB97M-V/def2-TZVPD" charge=+2 lumo_ha=-0.327
Au -0.0568 0.0981 0.1071
F 0.4037 -0.6999 5.2260
F -1.8360 3.1824 3.9369
N -0.5027 -1.8688 -1.0262
N -1.0618 1.8388 -0.0463
N 1.8696 -0.4991 -1.0259
N 2.9720 -1.9558 -2.2278
N 0.2080 -3.5517 -2.2282
C -1.0177 1.7633 2.2696
C -1.5371 -2.7686 -1.1727
C -0.3331 0.5768 2.0235
C -1.1931 2.0678 3.6173
C 1.7918 -1.6506 -1.6701
C 0.1656 -0.2875 2.9482
C -1.3364 2.3136 -1.2670
C -1.1073 -3.8174 -1.9201
C -2.1267 3.6844 0.9834
C 3.8597 -0.9496 -1.9194
C -2.0208 3.4991 -1.4160
C -0.0541 0.0934 4.2780
C -1.4371 2.4897 1.0878
C -0.7220 1.2514 4.6284
C -2.4178 4.1877 -0.2754
C 3.1661 -0.0531 -1.1721
C 0.5336 -2.3771 -1.6703
H 4.8814 -0.9622 -2.2557
H 3.1970 -2.7708 -2.7769
H -2.2342 3.8681 -2.4083
H -2.9568 5.1213 -0.3660
H 3.5044 0.8739 -0.7439
H -2.5092 -2.5981 -0.7447
H -1.6072 -4.7085 -2.2566
H -0.8745 1.5158 5.6657
H -0.9993 1.7290 -2.1142
H 0.6955 -1.2059 2.7229
H -2.4305 4.2111 1.8750
H 0.8014 -4.1539 -2.7773

=====

46
Properties=species:S:1:pos:R:3 method="wB97M-V/def2-TZVPD" charge=-1 lumo_ha=0.087
S -2.5550 -0.1924 -0.0904
S 1.2754 1.5801 -1.7769
S -2.7772 -6.0478 0.0385
S -4.6732 -3.9130 -0.7618
S -5.6265 -1.0789 -1.0888
S -1.9972 -3.1668 0.0210
O 2.3624 0.6709 -1.5219
O 1.4425 -2.5277 -2.6275
O 0.8029 1.7109 -3.1178
O 3.4469 -3.6277 -1.3800
O 4.2486 -3.6998 0.6965
O -0.2017 -1.1357 -1.9453
O -0.5266 2.1940 1.3707
N 2.1335 -2.0504 1.6240
N 0.4924 -1.1730 0.5002
N 0.0650 1.3351 -0.6722
C -4.3293 -2.1945 -0.7032
C -3.0767 -1.8240 -0.3440
C 2.8391 5.2705 -0.8449
C 1.1693 4.5529 0.7436
C 1.0455 -1.2558 1.6930
C 3.4164 -3.3267 -0.1030
C 1.7617 3.1800 -1.1381
C -3.1275 -4.4682 -0.2269
C -5.9904 -0.4064 0.5645
C 0.8333 -1.8800 -1.7773
C 0.0971 2.2601 0.3253
C 2.0924 5.4928 0.3077
C 2.6764 4.1085 -1.5891
C 1.0202 3.3934 0.0032
C 1.2496 -1.9252 -0.3521
C 2.2854 -2.4855 0.3277
C 0.5477 -0.5943 2.9243
Be -0.5441 -0.2408 -0.6606
H -6.4686 -1.1729 1.1697
H 3.2407 3.9404 -2.4968
H 2.6956 -3.2103 -1.9119
H 3.5579 6.0137 -1.1648
H -6.6658 0.4337 0.4163
H 2.2362 6.4059 0.8711
H 1.3791 -0.2775 3.5538
H -0.0847 -1.2778 3.4941
H 0.5711 4.7010 1.6325
H -5.0577 -0.0660 1.0058
H -0.0449 0.2751 2.6425
H 2.7627 -2.2999 2.3695

=====

58
Properties=species:S:1:pos:R:3 method="wB97M-V/def2-TZVPD" charge=-1 lumo_ha=0.072
Ca -1.6154 -0.2553 0.0358
S -0.5269 0.5968 2.4827
S -4.5703 -1.4695 -0.4426
S 4.6813 3.0294 -0.2136
S -3.8129 1.0468 -1.0097
F -0.7072 -2.8207 2.0703
F 0.6537 -4.6113 -2.8761
F -0.0042 -2.0215 -2.5375
F -5.7276 2.7526 -1.4876
F -4.7999 1.9426 -3.2701
F -2.9777 -1.9422 -2.4748
F -0.0572 -5.4022 1.7129
F -3.2980 -3.6307 -1.1555
F -4.8572 -3.0171 -2.5287
F -3.7404 3.3952 -2.0630
F 0.6246 -6.3163 -0.7564
O -3.7431 1.5330 0.3448
O 5.1518 3.6169 -1.4514
O -3.4564 -1.2925 0.5016
O 5.2685 3.5562 1.0038
O -5.7413 -2.1329 0.0084
O -2.5049 0.8143 -1.6373
O 4.6545 1.5584 -0.2519
N 2.5818 -1.6534 3.1763
N -4.8504 -0.1204 -1.2347
N 1.8828 0.3439 0.3419
N 1.4104 -1.0388 3.4868
N -1.2190 3.0712 0.3255
N 1.9105 -0.3153 1.5742
C 0.3251 -4.1511 -1.6574
C 2.3465 3.6362 1.1251
C 2.8704 -1.2039 1.9880
C -0.3631 -2.2961 -0.2171
C 2.9369 3.4180 -0.1103
C 0.9651 3.5956 1.2657
C 0.7494 3.1480 -1.0861
C -0.3575 -3.2123 0.8086
C 0.3096 -5.0239 -0.5823
C 0.9593 -0.2330 2.5206
C 0.1586 3.3085 0.1701
C -0.0105 -2.8276 -1.4352
C 2.1264 3.2003 -1.2223
C -3.8774 -2.5926 -1.7407
C 4.0336 -1.5923 1.1613
C -4.5863 2.3640 -2.0349
C -0.0349 -4.5527 0.6721
H -1.7829 3.3764 -0.4523
H 1.2933 1.1610 0.4993
H 0.5105 3.7354 2.2389
H 0.1199 2.9315 -1.9439
H 0.9273 -1.2429 4.3435
H -1.6070 3.3469 1.2137
H 4.6216 -2.3234 1.7090
H 2.5966 3.0400 -2.1837
H 2.9890 3.8094 1.9783
H 2.8398 0.7069 0.1583
H 3.6859 -2.0217 0.2201
H 4.6449 -0.7219 0.9193

=====

37
Properties=species:S:1:pos:R:3 method="wB97M-V/def2-TZVPD" lumo_ha=-0.011 smiles="O=[N+]([O-])c1cn([C@H](c2ccccc2)c2ccc(C(F)(F)F)cc2)cn1"
F 4.7461 -0.4705 2.8805
F 4.1903 1.6647 2.8486
F 4.2343 0.5575 4.7555
O -0.9912 -2.4576 -3.0794
O -2.4100 -4.1134 -2.9207
N -1.7680 -3.1909 -2.4180
N -1.9225 -1.9523 1.0828
N -2.7129 -3.6945 -0.2090
C 1.4282 0.9969 3.5266
C -5.0689 0.0207 3.3533
C 2.4517 0.0976 3.2328
C 0.0857 0.5761 3.3861
C -0.2085 -0.6410 2.6958
C -2.7484 -3.1337 0.9984
C 2.1570 -1.1934 2.8111
C -4.9621 1.4080 3.2207
C -1.9047 -2.8953 -0.9885
C -3.9856 -0.8306 3.0989
C -2.7831 -0.3155 2.6228
C -1.6289 -1.3161 2.3443
C 0.8324 -1.5475 2.5835
C -2.6746 1.0816 2.4861
C 3.9018 0.4598 3.4267
C -3.7212 1.9396 2.8398
C -1.3762 -1.8300 -0.1740
H -6.0304 -0.3768 3.6743
H -3.2858 -3.5444 1.8623
H -0.6246 -1.0912 -0.3481
H -0.6795 1.2285 3.8219
H 0.6339 -2.5806 2.3064
H -1.7408 1.5690 2.1902
H 1.7209 1.9970 3.8681
H -5.8175 2.0329 3.4918
H -1.6184 -2.1532 3.0469
H -4.0827 -1.8892 3.3304
H 2.9405 -1.9108 2.6506
H -3.5344 3.0145 2.8264

=====

46
Properties=species:S:1:pos:R:3 method="wB97M-V/def2-TZVPD" spin_multiplicity=4 charge=-1 lumo_ha="0.084 / 0.079"
V -0.2595 -0.5041 -0.7341
S 1.0263 -2.2578 -1.0573
S 1.4442 3.6526 0.0488
F 4.0172 -1.4907 -0.5121
F 3.3232 -0.9194 4.2467
F 5.0169 -0.8877 1.8940
F 0.8421 -2.0197 3.9446
F 0.2535 -3.2442 1.4622
O -1.7561 -1.6549 -0.0862
O -0.2919 0.9851 0.7430
O -1.5230 -0.7341 2.7629
O -3.4936 -0.2670 0.1615
O 0.0791 2.4771 2.3649
N 3.4909 2.0433 0.1480
N 1.9599 1.2235 -1.1999
N -1.5259 0.0321 -2.2904
N 0.7118 1.1814 -1.5603
C 1.1719 -2.2385 1.5862
C -2.7012 -1.0749 0.6131
C 2.9112 -1.1510 2.9646
C 2.2584 2.2511 -0.3805
C -2.7939 0.4746 -4.7692
C -2.6071 -0.6517 -2.6050
C -0.4452 1.3208 1.9103
C -2.6261 -1.3712 2.1546
C 1.8117 -1.8285 0.4243
C -3.3182 -0.4069 -3.7801
C 0.2988 1.4200 -2.8354
C 3.1274 -1.4389 0.5694
C 1.6455 -1.7663 2.8624
C 3.6931 -1.1062 1.8003
C -1.6277 1.1984 -4.4507
C -1.0218 0.9285 -3.2492
C -1.4156 0.6747 2.9047
H -2.8605 -1.4837 -1.9067
H -2.4225 -2.4213 2.3061
H -1.1090 1.8962 -5.1275
H 3.9256 1.0809 0.0979
H -1.0656 1.0033 3.9012
H 3.9066 2.6390 0.8921
H 0.8927 1.8526 -3.6336
H 0.5591 2.9130 1.5052
H -3.2328 0.3696 -5.7443
H -4.2953 -0.8450 -3.9051
H -2.3947 1.2416 2.8850
H -3.5801 -1.0958 2.6737

=====

39
Properties=species:S:1:pos:R:3 method="wB97M-V/def2-TZVPD" spin_multiplicity=2 charge=+2 lumo_ha="-0.287 / -0.340"
Ir 0.5705 -0.7464 -0.2599
I -0.7940 6.1711 1.2113
I -2.0489 0.9753 3.8170
S 3.8032 -3.4339 1.8382
S 2.4204 -0.8697 0.9810
O -0.4945 0.0246 1.1778
N -1.2566 -1.2324 -1.2605
N 1.5211 -3.4207 0.6263
N 0.6645 1.2711 -0.7377
N 0.5597 -2.7201 -0.0645
C -0.3615 -3.3733 -0.7113
C -1.1960 2.0139 2.2744
C -2.2160 -0.4502 -1.7335
C -2.4718 -3.1594 -2.0327
C 1.2379 3.2238 -1.9558
C -0.6560 4.1331 1.1795
C 4.2452 -2.3275 3.1935
C -1.2310 3.4045 2.2179
C 0.6404 4.0319 -1.0117
C 1.2363 1.8355 -1.7910
C 2.4352 -2.6473 1.1224
C -3.4569 -2.3262 -2.5513
C -3.3373 -0.9588 -2.3810
C 0.0215 3.4451 0.1050
C -1.3956 -2.5837 -1.3754
C 0.0648 2.0543 0.1798
C -0.5507 1.3087 1.2297
H -0.3640 -4.4564 -0.7063
H 3.4580 -2.3167 3.9418
H 1.7163 3.6485 -2.8265
H 4.4840 -1.3256 2.8475
H -4.3073 -2.7459 -3.0701
H -1.7288 3.9391 3.0155
H -2.0784 0.6163 -1.6038
H 1.7124 1.1748 -2.5037
H 0.6441 5.1073 -1.1288
H 5.1430 -2.7715 3.6192
H -2.5402 -4.2338 -2.1258
H -4.0930 -0.2794 -2.7467

=====

F_max (eV/Å)
5.9, 0.6, 4.3, 1.0, 2.0, 0.6, 1.0, 3.4, 4.0, 7.1, 0.8